1.
{"formula": "C22H56BBrN5O11P2", "method": "ωB97M-V/def2-TZVPD", "species": ["C", "C", "C", "Br", "C", "N", "C", "N", "P", "N", "O", "O", "P", "O", "O", "O", "N", "C", "B", "O", "O", "N", "H", "H", "H", "H", "H", "H", "H", "H", "H", "H", "H", "H", "H", "H", "H", "H", "C", "C", "O", "C", "C", "H", "H", "H", "H", "H", "H", "H", "H", "H", "H", "C", "C", "O", "C", "C", "H", "H", "H", "H", "H", "H", "H", "H", "H", "H", "C", "C", "O", "C", "C", "H", "H", "H", "H", "H", "H", "H", "H", "H", "H", "C", "C", "O", "C", "C", "H", "H", "H", "H", "H", "H", "H", "H", "H", "H"], "positions_angstrom": [[-3.112, -3.550, -1.238], [-2.052, -2.331, -1.284], [-2.514, -1.279, -0.178], [-3.163, 0.381, -1.114], [-1.373, -0.793, 0.788], [-1.516, -0.117, 2.020], [-0.284, 0.228, 2.641], [0.015, 0.889, 3.774], [1.590, 1.216, 4.471], [1.488, 1.909, 5.911], [2.532, -0.191, 4.709], [2.373, 2.374, 3.486], [-1.318, 1.569, 4.781], [-1.065, 3.077, 4.814], [-1.338, 0.893, 6.339], [-2.845, 1.343, 4.165], [0.661, -0.313, 1.746], [2.127, -0.440, 1.640], [2.538, -1.998, 1.989], [3.859, -2.386, 1.578], [1.665, -2.891, 2.671], [0.037, -0.881, 0.687], [-4.105, -3.094, -0.906], [-3.301, -3.987, -2.266], [-2.792, -4.310, -0.468], [-2.190, -1.864, -2.315], [-0.986, -2.687, -1.172], [-3.383, -1.613, 0.462], [1.978, 1.323, 6.605], [3.409, 0.110, 5.029], [3.285, 2.471, 3.827], [-1.721, -0.010, 6.280], [-2.941, 1.800, 3.299], [2.384, -0.340, 0.525], [2.764, 0.321, 2.162], [4.481, -1.654, 1.779], [2.165, -3.273, 3.426], [0.508, -1.349, -0.104], [-0.147, 1.713, -4.757], [0.370, 0.322, -4.431], [-0.625, -0.689, -4.525], [-1.237, -0.856, -5.798], [-0.257, -1.218, -6.900], [-0.977, 1.977, -4.095], [0.649, 2.452, -4.634], [-0.511, 1.783, -5.782], [0.727, 0.312, -3.398], [1.230, 0.065, -5.057], [-1.812, 0.038, -6.060], [-1.961, -1.668, -5.688], [0.488, -0.437, -7.058], [-0.787, -1.372, -7.842], [0.280, -2.136, -6.647], [3.850, 6.456, -3.974], [4.285, 6.076, -5.380], [3.552, 4.988, -5.927], [2.151, 5.176, -6.057], [1.775, 6.345, -6.952], [3.941, 5.598, -3.302], [4.470, 7.270, -3.592], [2.811, 6.786, -3.944], [5.330, 5.761, -5.353], [4.240, 6.938, -6.052], [1.690, 5.272, -5.068], [1.754, 4.256, -6.494], [2.141, 7.295, -6.560], [0.689, 6.416, -7.046], [2.204, 6.215, -7.949], [3.604, -4.226, -0.721], [2.139, -4.429, -1.074], [1.763, -3.845, -2.313], [2.444, -4.322, -3.469], [2.264, -5.810, -3.708], [3.843, -3.161, -0.694], [3.821, -4.661, 0.256], [4.270, -4.692, -1.449], [1.523, -3.948, -0.307], [1.876, -5.490, -1.060], [3.504, -4.056, -3.418], [2.029, -3.774, -4.318], [2.668, -6.409, -2.890], [2.773, -6.111, -4.626], [1.203, -6.056, -3.800], [-6.010, 0.670, 9.524], [-4.581, 0.478, 9.044], [-4.366, -0.760, 8.378], [-5.138, -0.987, 7.208], [-4.908, 0.048, 6.121], [-6.299, -0.144, 10.195], [-6.107, 1.617, 10.059], [-6.721, 0.680, 8.697], [-3.915, 0.483, 9.909], [-4.266, 1.311, 8.407], [-6.200, -1.061, 7.463], [-4.843, -1.970, 6.829], [-5.192, 1.051, 6.443], [-5.494, -0.197, 5.232], [-3.854, 0.081, 5.846]], "mulliken_charge": [-1.264, 0.549, -0.208, -0.077, -0.146, -0.443, 0.606, 0.188, 0.555, -0.718, -0.515, -0.479, 0.625, -0.634, -0.441, -0.362, 0.347, -0.981, 1.105, -0.600, -0.617, -0.010, 0.348, 0.333, 0.331, 0.026, -0.158, 0.521, 0.255, 0.378, 0.356, 0.324, 0.327, 0.316, 0.425, 0.300, 0.305, 0.209, -0.968, -0.313, -0.283, -0.396, -1.059, 0.229, 0.334, 0.311, 0.245, 0.299, 0.373, 0.343, 0.274, 0.392, 0.226, -0.996, -0.333, -0.424, -0.155, -1.155, 0.274, 0.383, 0.265, 0.325, 0.302, 0.256, 0.280, 0.281, 0.393, 0.305, -1.203, -0.230, -0.331, -0.251, -1.087, 0.290, 0.374, 0.400, 0.182, 0.312, 0.327, 0.217, 0.274, 0.406, 0.285, -1.092, -0.200, -0.438, -0.464, -0.686, 0.283, 0.400, 0.266, 0.378, 0.205, 0.319, 0.353, 0.263, 0.428, -0.064], "charge": 1, "lumo_ev": -3.616, "homo_ev": -11.129, "energy_ev": -142986.0771}

---

2.
{"formula": "C22H56BaNO10", "method": "ωB97M-V/def2-TZVPD", "species": ["Ba", "O", "C", "O", "O", "H", "C", "C", "O", "H", "H", "H", "H", "H", "H", "C", "C", "O", "H", "H", "H", "H", "H", "H", "C", "C", "O", "H", "H", "H", "H", "H", "H", "C", "C", "O", "H", "H", "H", "H", "H", "H", "C", "C", "O", "H", "H", "H", "H", "H", "H", "C", "C", "O", "H", "H", "H", "H", "H", "H", "C", "C", "C", "C", "C", "C", "N", "O", "C", "C", "C", "H", "H", "H", "H", "H", "H", "H", "H", "H", "H", "H", "H", "H", "H", "H", "H", "H", "H", "H"], "positions_angstrom": [[-0.068, -2.841, -4.358], [0.540, 0.724, -1.226], [-0.315, -0.302, -1.414], [-1.136, -0.531, -0.487], [-0.259, -0.896, -2.527], [0.304, 0.979, -0.306], [1.623, 0.891, -6.617], [0.445, 0.777, -5.642], [-0.314, -0.440, -5.842], [1.295, 0.475, -7.576], [2.444, 0.237, -6.310], [2.066, 1.872, -6.764], [-0.299, 1.565, -5.755], [0.913, 0.701, -4.661], [-0.823, -0.286, -6.648], [2.498, -4.299, -0.382], [1.386, -3.762, -1.257], [1.224, -4.511, -2.470], [3.479, -4.127, -0.828], [2.491, -5.390, -0.296], [2.367, -3.936, 0.637], [1.435, -2.682, -1.395], [0.441, -3.959, -0.738], [0.887, -5.404, -2.357], [-3.450, 0.896, -3.566], [-4.590, 0.534, -2.639], [-4.169, -0.475, -1.720], [-2.671, 1.408, -2.993], [-3.790, 1.667, -4.264], [-3.025, 0.041, -4.082], [-5.396, 0.044, -3.198], [-5.148, 1.383, -2.234], [-3.238, -0.375, -1.484], [-2.459, 4.220, 1.258], [-2.518, 2.893, 0.522], [-1.482, 2.010, 0.922], [-1.467, 4.676, 1.159], [-2.503, 4.139, 2.346], [-3.196, 4.930, 0.893], [-2.514, 3.030, -0.564], [-3.495, 2.459, 0.768], [-1.654, 1.170, 0.472], [-2.870, -3.599, 1.868], [-3.067, -3.488, 0.341], [-1.879, -3.260, -0.361], [-2.087, -4.337, 2.042], [-3.771, -3.796, 2.444], [-2.521, -2.613, 2.184], [-3.814, -2.725, 0.072], [-3.652, -4.376, 0.069], [-1.668, -2.321, -0.184], [3.754, 3.581, -3.081], [2.940, 2.647, -2.249], [1.548, 2.850, -2.576], [4.789, 3.220, -3.104], [3.826, 4.610, -2.735], [3.408, 3.587, -4.115], [3.043, 2.834, -1.173], [3.116, 1.571, -2.373], [1.069, 2.103, -2.168], [2.792, 1.211, 4.270], [2.125, 0.573, 3.082], [2.536, -0.898, 2.937], [1.827, -1.743, 3.983], [0.314, -1.494, 3.900], [-0.195, -0.065, 4.031], [0.637, 0.763, 3.111], [0.273, 2.104, 3.014], [-1.662, 0.050, 3.570], [-0.033, 0.447, 5.471], [2.635, 1.199, 1.792], [3.877, 1.247, 4.133], [2.615, 0.810, 5.271], [2.441, 2.231, 4.461], [2.179, -1.250, 1.961], [3.615, -1.041, 2.984], [2.312, -1.521, 4.939], [2.081, -2.795, 3.821], [-0.186, -2.129, 4.635], [0.048, -1.890, 2.915], [-1.708, -0.296, 2.537], [-2.228, -0.574, 4.261], [-2.018, 1.078, 3.557], [-0.105, 1.532, 5.588], [-0.925, 0.280, 6.100], [0.742, -0.082, 6.021], [2.018, 0.843, 0.964], [3.668, 0.984, 1.515], [2.495, 2.283, 1.747], [-0.194, 2.154, 2.153]], "mulliken_charge": [1.822, -0.390, -0.517, -0.002, -0.391, 0.190, -1.079, 0.213, -0.436, 0.340, 0.257, 0.333, 0.313, -0.091, 0.227, -1.161, 0.566, -0.633, 0.348, 0.374, 0.231, -0.140, 0.154, 0.333, -0.829, -0.363, -0.523, 0.156, 0.467, 0.154, 0.330, 0.264, 0.266, -1.491, -0.013, 0.061, 0.336, 0.336, 0.407, 0.212, 0.310, -0.146, -0.637, -0.298, -0.391, 0.205, 0.438, -0.070, 0.209, 0.357, 0.075, -1.290, 0.330, -0.550, 0.368, 0.323, 0.280, 0.058, 0.164, 0.507, -1.931, 1.864, -1.122, -0.842, -1.047, 1.802, 0.988, -0.526, -1.408, -1.862, -1.869, 0.457, 0.287, 0.325, 0.153, 0.474, 0.367, 0.488, 0.476, -0.051, -0.276, 0.622, 0.307, 0.329, 0.497, 0.317, -0.050, 0.443, 0.478, 0.436], "charge": 1, "lumo_ev": -4.510, "homo_ev": -9.277, "energy_ev": -46374.6853}

---

3.
{"formula": "C22H56Cl4F6N4O7P", "method": "ωB97M-V/def2-TZVPD", "species": ["P", "F", "F", "F", "F", "F", "F", "C", "C", "C", "O", "C", "N", "H", "H", "H", "H", "H", "H", "H", "H", "H", "H", "H", "C", "C", "C", "O", "C", "N", "H", "H", "H", "H", "H", "H", "H", "H", "H", "H", "H", "C", "C", "C", "O", "C", "N", "H", "H", "H", "H", "H", "H", "H", "H", "H", "H", "H", "C", "C", "C", "O", "C", "N", "H", "H", "H", "H", "H", "H", "H", "H", "H", "H", "H", "C", "C", "O", "C", "O", "O", "C", "H", "H", "H", "H", "H", "H", "H", "H", "C", "Cl", "Cl", "H", "H", "C", "Cl", "Cl", "H", "H"], "positions_angstrom": [[6.696, -21.006, -19.767], [5.288, -20.196, -20.114], [6.006, -22.449, -20.281], [7.117, -20.762, -21.324], [8.092, -21.827, -19.465], [7.458, -19.625, -19.365], [6.297, -21.353, -18.208], [11.126, -25.871, -22.735], [9.981, -26.113, -23.711], [8.930, -26.977, -23.078], [8.105, -27.715, -24.047], [7.109, -28.522, -23.409], [9.405, -24.796, -24.065], [12.021, -25.381, -23.117], [11.465, -26.790, -22.256], [10.766, -25.177, -21.975], [10.403, -26.491, -24.643], [8.312, -26.464, -22.341], [9.380, -27.755, -22.460], [6.423, -28.934, -24.148], [6.448, -27.890, -22.815], [7.479, -29.347, -22.800], [9.127, -24.269, -23.249], [8.573, -25.017, -24.593], [1.266, -25.324, -24.146], [0.300, -25.610, -25.267], [0.107, -24.454, -26.285], [-1.147, -24.638, -26.923], [-1.504, -23.703, -27.946], [0.658, -26.825, -25.961], [2.297, -25.196, -24.475], [1.020, -26.130, -23.455], [1.035, -24.472, -23.508], [-0.690, -25.794, -24.851], [0.885, -24.412, -27.048], [0.074, -23.474, -25.809], [-1.521, -22.676, -27.582], [-2.480, -23.967, -28.354], [-0.886, -23.790, -28.840], [0.465, -27.605, -25.349], [0.044, -26.990, -26.746], [9.790, -20.754, -29.676], [8.985, -20.188, -28.519], [7.556, -20.753, -28.328], [6.835, -19.981, -27.411], [5.738, -20.600, -26.766], [9.786, -20.341, -27.313], [9.359, -20.611, -30.667], [9.932, -21.834, -29.632], [10.738, -20.217, -29.642], [8.908, -19.129, -28.765], [7.523, -21.836, -28.209], [7.010, -20.570, -29.253], [5.082, -20.894, -27.586], [5.337, -19.918, -26.016], [6.090, -21.499, -26.260], [9.765, -21.311, -27.032], [9.218, -19.966, -26.567], [2.557, -15.263, -17.733], [3.201, -15.012, -16.399], [4.496, -15.806, -16.111], [4.958, -15.457, -14.809], [6.167, -16.160, -14.509], [3.457, -13.616, -16.118], [2.449, -16.309, -18.023], [3.260, -14.939, -18.500], [1.617, -14.712, -17.772], [2.538, -15.497, -15.682], [5.223, -15.470, -16.850], [4.304, -16.878, -16.150], [6.326, -16.128, -13.431], [7.019, -15.680, -14.990], [6.187, -17.188, -14.873], [4.110, -13.780, -15.365], [4.024, -13.211, -16.849], [-4.316, -25.940, -18.181], [-3.373, -26.503, -17.102], [-2.417, -25.609, -16.627], [-1.353, -25.373, -17.332], [-1.126, -25.842, -18.437], [-0.639, -24.444, -16.760], [0.535, -23.847, -17.255], [-3.702, -25.639, -19.030], [-4.920, -25.150, -17.735], [-4.968, -26.744, -18.523], [-2.857, -27.429, -17.355], [-3.966, -26.824, -16.246], [0.292, -23.228, -18.119], [1.336, -24.542, -17.510], [0.907, -23.171, -16.486], [6.858, -26.551, -16.899], [7.861, -27.207, -15.632], [5.486, -27.592, -17.378], [6.508, -25.558, -16.616], [7.517, -26.451, -17.761], [6.686, -16.087, -23.598], [8.291, -15.801, -23.054], [5.944, -14.608, -24.178], [6.714, -16.748, -24.464], [6.161, -16.465, -22.720]], "mulliken_charge": [1.215, -0.373, -0.389, -0.364, -0.371, -0.357, -0.365, -1.350, 0.439, -0.665, -0.340, -0.748, -0.677, 0.349, 0.359, 0.297, 0.253, 0.348, 0.362, 0.279, 0.318, 0.282, 0.239, 0.260, -1.412, 0.693, -0.832, -0.309, -0.752, -0.806, 0.312, 0.355, 0.376, 0.238, 0.391, 0.397, 0.288, 0.260, 0.303, 0.229, 0.269, -1.494, 0.622, -0.882, -0.284, -0.688, -0.753, 0.384, 0.334, 0.346, 0.259, 0.433, 0.338, 0.296, 0.211, 0.309, 0.255, 0.310, -1.470, 0.458, -0.779, -0.400, -0.725, -0.747, 0.393, 0.352, 0.318, 0.247, 0.331, 0.478, 0.246, 0.300, 0.310, 0.411, 0.278, -0.993, -0.309, -0.335, 0.799, -0.597, -0.333, -0.618, 0.321, 0.273, 0.323, 0.364, 0.297, 0.291, 0.297, 0.221, -0.152, -0.155, -0.159, 0.267, 0.200, -0.015, -0.146, -0.171, 0.089, 0.244], "charge": -1, "lumo_ev": 2.059, "homo_ev": -7.418, "energy_ev": -119703.4611}